DFT (wB97M-V/def2-TZVPD) results for a structure of composition C22H25FN4O in a non-equilibrium geometry.

Atoms and positions in Å:
C1 3.33 -2.49 -2.05
N1 2.64 -1.11 -2.33
C2 1.61 -1.26 -3.46
C3 0.49 -1.96 -3.13
N2 -0.47 -1.27 -2.76
C4 -1.23 -2.54 -2.24
N3 -0.58 -3.78 -2.42
O1 0.37 -3.29 -3.14
C5 -2.65 -2.30 -1.59
C6 -2.28 -1.64 -0.13
C7 -3.24 -0.76 0.31
C8 -2.92 -0.07 1.41
C9 -1.64 -0.34 2.25
C10 -1.06 -1.59 1.91
C11 -1.29 -2.05 0.55
H1 -0.59 -3.09 0.33
H2 -0.01 -1.86 2.51
H3 -1.47 -0.09 3.29
H4 -3.59 0.84 1.93
F1 -4.10 -0.28 -0.36
H5 -3.29 -1.65 -2.16
H6 -3.09 -3.52 -1.34
H7 2.14 -2.01 -4.31
H8 1.51 -0.53 -3.88
C12 1.85 -0.51 -1.39
C13 1.56 0.87 -1.40
N4 0.92 1.34 -0.38
C14 1.26 1.32 0.92
C15 0.65 1.77 2.01
C16 1.01 1.71 3.40
C17 0.08 2.24 4.34
C18 -0.99 3.00 3.97
C19 -1.41 3.08 2.80
C20 -0.49 2.62 1.68
C21 -0.98 2.74 0.27
C22 -0.07 2.46 -0.59
H9 -0.33 2.64 -1.78
H10 0.89 3.18 -0.41
H11 -1.53 3.69 0.15
H12 -1.89 1.80 0.06
H13 -2.18 3.59 2.70
H14 -1.54 3.04 4.94
H15 0.58 2.04 5.33
H16 2.02 1.20 3.51
H17 1.69 0.29 1.07
H18 2.37 2.09 0.94
H19 2.57 1.55 -1.52
H20 1.10 0.96 -2.24
H21 1.13 -1.14 -0.87
H22 2.87 -0.76 -0.56
H23 4.01 -2.26 -1.39
H24 2.57 -3.21 -1.78
H25 3.68 -2.67 -2.96

The calculation puts the HOMO energy at -7.58 eV. Its orbital gap is 8.28 eV. As for the total charge: 0. As for the LUMO energy: 0.69 eV. As for the spin multiplicity: 1. The calculation puts the relative energy (zero: lowest compared OMol25 entry of this formula, charge and spin) at 22.7862 eV.

Atomic partial charges in e from the natural (NBO) method, atoms 1 to 8: -0.37, -0.41, -0.22, 0.45, -0.43, 0.30, -0.12, -0.30

=====

DFT (wB97M-V/def2-TZVPD) results for a structure of composition C22H25MnN4O3S2.

Atoms and positions in Å:
Mn1 0.05 1.00 0.47
C1 6.93 4.45 -1.09
C2 5.74 3.53 -1.13
C3 5.87 2.21 -1.54
C4 4.77 1.36 -1.58
C5 3.53 1.84 -1.19
C6 3.38 3.15 -0.77
C7 4.48 3.99 -0.75
S1 2.19 0.68 -1.17
O1 2.55 -0.34 -2.11
O2 0.90 1.40 -1.47
N1 1.86 0.24 0.28
C8 2.48 -0.26 1.43
C9 3.79 -0.69 1.56
C10 4.21 -1.18 2.80
C11 3.33 -1.23 3.87
C12 2.00 -0.80 3.75
C13 1.04 -0.84 4.80
C14 -0.26 -0.39 4.54
C15 -0.61 0.09 3.31
N2 0.28 0.16 2.26
C16 1.58 -0.30 2.50
H1 7.85 3.91 -1.29
H2 7.02 4.94 -0.12
H3 6.83 5.24 -1.84
H4 6.84 1.83 -1.84
H5 4.87 0.34 -1.91
H6 2.41 3.51 -0.45
H7 4.36 5.02 -0.42
H8 4.47 -0.67 0.72
H9 5.23 -1.52 2.92
H10 3.67 -1.61 4.83
H11 1.32 -1.22 5.77
H12 -1.02 -0.41 5.32
H13 -1.61 0.44 3.10
C17 -1.91 -1.21 -0.09
O3 -2.62 -0.01 0.26
C18 -1.87 1.06 0.48
C19 -2.75 2.21 0.85
H14 -1.32 -1.55 0.76
H15 -1.27 -1.03 -0.95
H16 -2.66 -1.96 -0.34
H17 -3.80 1.90 0.91
H18 -2.65 3.01 0.12
H19 -2.44 2.62 1.82
S2 0.49 3.45 1.43
C20 -0.20 4.37 0.20
N3 -0.85 5.54 0.39
C21 -1.16 6.21 -0.87
C22 -0.99 5.05 -1.88
N4 -0.22 4.09 -1.11
H20 -0.76 6.02 1.27
H21 -0.47 7.03 -1.07
H22 -2.18 6.60 -0.87
H23 -0.45 5.37 -2.77
H24 -1.95 4.64 -2.18
H25 0.16 3.22 -1.47

The calculation puts the HOMO energy (alpha / beta) at -4.51 / -7.13 eV. Its orbital gap (alpha / beta) is 4.69 / 7.34 eV. As for the total charge: 0. As for the LUMO energy (alpha / beta): 0.19 / 0.20 eV. As for the spin multiplicity: 5.

Atomic partial charges in e from the natural (NBO) method, atoms 1 to 8: 1.14, -0.63, 0.01, -0.22, -0.18, -0.29, -0.20, -0.21